[1]
Here is C44H37CeN15OS2 as an isolated structure at a distorted geometry from OMol25. Energies are from the ωB97M-V functional and the def2-TZVPD basis.

E ... -105215.554 eV
Energy relative to the best compared isomer or geometry (same formula, charge and spin) ... 0.8 kcal per mole
HOMO (alpha / beta) ... -12.5 / -12.5 eV
Charge ... +2
Orbital gap (alpha / beta) ... 6.92 / 6.95 eV

CARTESIAN COORDINATES (ANGSTROEM)
Ce1 0.325176 -1.303314 -0.534430
N1 0.445776 -4.658318 -2.812039
C1 1.561397 -3.915002 -2.736845
N2 1.672538 -2.638395 -2.433738
C2 2.986066 -2.267873 -2.398292
C3 3.893948 -3.279160 -2.577492
S1 3.053708 -4.768250 -2.792222
C4 3.297922 -0.846741 -2.164141
C5 4.487713 -0.348611 -2.553520
S2 4.570465 1.345154 -2.160108
C6 2.997154 1.175754 -1.489599
N3 2.424882 0.035725 -1.602305
N4 2.420445 2.194920 -0.786073
H1 -0.357757 -4.143368 -3.117854
H2 0.511203 -5.663936 -2.892639
H3 4.976953 -3.096978 -2.614053
H4 5.248109 -0.831931 -3.151646
H5 2.655460 3.104525 -1.019688
H6 1.473177 2.126377 -0.565444
O1 2.000441 -2.109062 0.400875
C7 3.159406 -1.964592 1.041817
C8 4.136078 -2.944965 0.883287
C9 5.283548 -2.868582 1.631983
C10 5.412844 -1.917215 2.660242
C11 4.465222 -0.928494 2.791242
C12 3.304672 -0.941234 2.018243
C13 2.202145 -0.023799 2.202618
N5 1.155706 0.139532 1.346640
C14 0.351147 1.122852 1.909107
C15 0.935522 1.582626 3.059380
N6 2.085673 0.849190 3.239543
H7 4.052605 -3.631130 0.137272
H8 6.081428 -3.482872 1.481116
H9 6.362614 -1.792111 3.192405
H10 4.667392 -0.158188 3.560894
H11 -0.554090 1.533077 1.453449
H12 0.548709 2.327129 3.699129
H13 2.714709 0.898899 4.019158
N7 -0.245415 -3.783508 0.623249
C16 -0.012028 -3.656250 2.011001
C17 1.138341 -4.248084 2.591456
C18 1.393871 -4.075053 3.944379
C19 0.516974 -3.297142 4.674552
C20 -0.529920 -2.605040 4.099752
C21 -0.841590 -2.743690 2.757277
C22 -1.738975 -1.791272 2.077960
C23 -2.892630 -1.262384 2.689831
C24 -3.708253 -0.502581 1.902580
C25 -3.337885 0.031392 0.671526
C26 -2.089552 -0.347825 0.201526
C27 -1.362482 -1.276292 0.875973
H14 0.441755 -4.408792 0.246798
H15 -1.233053 -4.098787 0.438957
H16 1.782826 -4.884341 1.978064
H17 2.298775 -4.415958 4.428159
H18 0.708525 -3.093338 5.696902
H19 -1.098988 -1.929633 4.720600
H20 -3.192633 -1.561756 3.637788
H21 -4.665817 -0.247358 2.377973
H22 -4.051910 0.623560 0.085502
H23 -1.704010 0.055135 -0.699038
N8 -3.517258 -3.311830 -2.670706
C28 -2.536099 -3.533400 -1.790032
N9 -1.609478 -2.610318 -1.971830
C29 -2.129498 -1.793635 -2.933954
N10 -3.323602 -2.179960 -3.340544
C30 -1.445004 -0.704512 -3.594865
C31 -1.856568 -0.342101 -4.870316
N11 -1.204524 0.507255 -5.625975
C32 -0.199587 1.146107 -5.054393
C33 0.180958 0.884515 -3.770405
N12 -0.399844 -0.102283 -3.058390
H24 -4.401273 -3.765040 -2.789268
H25 -2.490501 -4.434646 -1.271658
H26 -2.789081 -0.719172 -5.313794
H27 0.348053 1.838362 -5.643204
H28 0.810836 1.547917 -3.293605
C34 -1.325544 4.234890 -2.983049
C35 -0.392334 3.516437 -2.244272
N13 -0.655220 2.932843 -1.069506
C36 -1.833315 3.188572 -0.530491
C37 -2.889021 4.021907 -1.128611
C38 -2.570342 4.498309 -2.380336
C39 -4.143439 4.475955 -0.485403
C40 -4.313368 5.147608 0.637590
C41 -3.394370 5.502590 1.672720
C42 -3.489203 6.755629 2.372621
C43 -2.402784 7.066044 3.202577
N14 -1.402864 6.266240 3.409477
C44 -1.456967 5.053907 2.839766
N15 -2.353868 4.716857 1.971426
H29 -1.008120 4.592192 -3.931902
H30 0.619081 3.412650 -2.633145
H31 -2.092886 2.641309 0.326031
H32 -3.298071 5.184107 -2.836709
H33 -5.004850 4.404914 -1.127589
H34 -5.342556 5.574445 0.719362
H35 -4.310966 7.492897 2.172765
H36 -2.289782 8.098029 3.551459
H37 -0.672748 4.401755 3.109127

Forces on the atoms, in the same order (eV/Å):
1.646 -0.482 -0.529
-0.753 0.288 0.146
1.313 -0.392 1.071
-1.437 -0.591 -0.425
0.808 -0.146 -0.014
0.074 1.374 0.207
0.710 0.344 -0.490
1.202 -1.450 -1.143
0.321 0.633 -0.293
0.034 -0.648 -0.048
-0.257 2.434 0.958
-0.987 -1.599 0.425
1.203 -1.312 -0.322
-0.407 -0.429 -0.033
-0.154 0.363 -0.337
-0.668 -0.675 0.142
-0.055 0.102 0.218
0.855 1.917 -0.405
-1.919 -0.386 0.480
0.048 -0.059 -0.534
-0.401 -0.111 1.142
0.620 2.267 1.524
-1.446 1.872 1.503
0.773 0.435 -0.895
0.037 0.362 0.969
-0.130 -0.769 -0.711
-0.921 0.713 -0.696
0.151 0.284 1.034
0.716 0.592 0.509
-0.518 -0.784 -1.149
-0.425 -0.314 -0.774
-0.451 -1.925 -1.923
1.906 -1.922 -0.527
-0.486 -0.386 -0.071
-0.375 -0.361 -0.613
0.457 -0.442 0.125
0.104 0.509 0.775
0.079 0.046 0.119
-1.453 0.220 -0.736
0.360 1.047 1.668
-1.160 -0.106 -0.510
-0.152 0.523 -0.246
0.148 0.371 -0.026
-0.399 -0.297 -0.055
1.657 -0.920 -0.546
-0.423 -0.389 1.810
1.532 -0.965 -2.237
-1.543 1.548 0.619
-0.637 -0.244 -0.128
-1.124 0.078 0.576
0.174 -0.080 -0.275
0.010 -0.546 -0.498
1.629 0.259 0.216
-0.166 0.267 0.117
-0.059 -0.378 -0.174
0.232 -0.064 0.867
-0.079 0.139 0.014
-0.491 -0.542 1.563
0.273 0.134 -0.615
0.490 -0.072 0.320
0.161 0.815 -1.346
-0.363 0.582 0.576
-0.172 0.870 -1.839
0.474 0.461 0.350
-0.853 -0.797 0.275
0.487 0.023 -0.395
0.386 0.551 -0.803
-1.455 -0.316 -0.933
-0.143 0.359 -0.220
0.080 -0.472 -0.296
-1.583 -1.476 0.262
0.453 0.459 0.969
-0.306 -0.443 0.101
0.173 -1.074 1.163
0.547 -0.215 0.364
0.300 0.675 -0.462
1.707 0.575 1.020
0.137 -0.545 1.614
-0.342 0.488 -0.677
-0.128 0.201 0.059
-1.992 0.925 -1.499
2.510 -1.141 0.977
-0.250 0.718 -0.748
0.756 -0.560 -0.849
-2.286 0.423 -0.126
1.307 2.494 2.227
-0.489 -0.878 -1.053
-1.121 1.545 -1.141
1.213 -1.204 0.777
-0.583 2.490 0.498
-0.801 -1.956 -1.285
-0.181 0.490 -0.637
-0.136 -0.023 0.077
-0.139 -0.369 1.315
0.395 -0.445 -0.191
-0.214 -0.021 -0.211
0.946 -0.335 0.316
0.916 -0.908 0.302
-0.223 -0.405 0.306
0.722 -0.891 0.021

[2]
Here is CH3BrClN as an isolated structure at a distorted geometry from OMol25. Energies are from the ωB97M-V functional and the def2-TZVPD basis.

E ... -85134.090 eV
Energy relative to the best compared isomer or geometry (same formula, charge and spin) ... 152.5 kcal per mole
HOMO ... -7.9 eV
Charge ... 0
Orbital gap ... 5.36 eV

CARTESIAN COORDINATES (ANGSTROEM)
C1 0.190949 1.316218 -0.343488
N1 0.291838 -1.440729 0.361826
Cl1 -0.415637 -1.361604 1.888419
Br1 -0.721613 -1.988723 -1.024873
H1 -0.014323 0.920632 -1.368584
H2 -0.579138 1.406083 0.451608
H3 1.247924 1.148123 0.035092

Forces on the atoms, in the same order (eV/Å):
1.190 -3.750 1.170
1.658 2.664 -0.035
-0.699 -0.306 0.242
-1.240 -0.785 -0.693
-0.036 0.958 1.050
0.448 0.321 -1.047
-1.321 0.897 -0.687

[3]
Here is C25H35CaN6O2 as an isolated structure at a distorted geometry from OMol25. Energies are from the ωB97M-V functional and the def2-TZVPD basis.

E ... -57967.091 eV
Energy relative to the best compared isomer or geometry (same formula, charge and spin) ... 4.3 kcal per mole
HOMO ... -10.8 eV
Charge ... +1
Orbital gap ... 8.86 eV

CARTESIAN COORDINATES (ANGSTROEM)
Ca1 -1.454138 -0.441710 -0.269167
C1 -4.056688 0.760142 1.477090
C2 -3.134612 0.187903 2.562374
N1 -1.959777 -0.581364 2.071297
C3 -2.026682 -2.060263 2.246112
C4 -2.932390 -2.754969 1.226981
N2 -2.437634 -2.598781 -0.167467
C5 -3.403117 -2.954608 -1.242817
C6 -3.935756 -1.745292 -2.025928
C7 -3.026936 -1.121855 -3.097982
N3 -1.912080 -0.274830 -2.594422
C8 -2.073305 1.196822 -2.760796
C9 -3.037450 1.820455 -1.751360
N4 -2.559549 1.679186 -0.347784
C10 -3.567561 1.990689 0.703362
H1 -4.990911 1.037445 1.971682
H2 -4.343546 -0.026733 0.765481
H3 -3.716833 -0.442411 3.237543
H4 -2.753312 1.012212 3.166885
H5 -1.124629 -0.245652 2.537103
H6 -2.377136 -2.315722 3.248816
H7 -1.010164 -2.451320 2.157760
H8 -3.938089 -2.331243 1.280313
H9 -3.025788 -3.808986 1.496162
H10 -1.593654 -3.156576 -0.282015
H11 -4.238135 -3.500401 -0.801298
H12 -2.915377 -3.651022 -1.926342
H13 -4.277984 -0.975699 -1.319406
H14 -4.845628 -2.068249 -2.537902
H15 -3.636077 -0.535120 -3.788569
H16 -2.583228 -1.924952 -3.687772
H17 -1.048925 -0.555819 -3.045650
H18 -2.422215 1.436012 -3.768065
H19 -1.086055 1.651729 -2.652116
H20 -4.013778 1.335799 -1.825540
H21 -3.190469 2.869831 -2.011184
H22 -1.755493 2.290806 -0.220202
H23 -4.416469 2.492493 0.237041
H24 -3.132180 2.714126 1.394408
O1 0.813615 -2.186143 -1.208913
C11 1.381846 -1.210232 -0.702213
N5 2.711944 -0.987295 -0.580364
C12 3.010372 0.256989 0.130953
C13 1.548252 0.748920 0.389525
O2 1.246224 1.765657 0.979086
N6 0.676238 -0.146611 -0.159679
C14 3.727586 1.278722 -0.749699
C15 4.117529 2.496619 -0.193909
C16 4.740186 3.453608 -0.977974
C17 4.984657 3.205904 -2.326526
C18 4.594267 1.999489 -2.883019
C19 3.961576 1.038713 -2.096132
C20 3.754389 -0.036668 1.430453
C21 3.072258 -0.244920 2.624554
C22 3.757849 -0.599203 3.778948
C23 5.137172 -0.751693 3.748846
C24 5.825938 -0.546144 2.560436
C25 5.137998 -0.185565 1.409121
H25 3.390444 -1.701218 -0.786918
H26 3.929037 2.692460 0.855392
H27 5.039988 4.396596 -0.537682
H28 5.479177 3.952472 -2.935025
H29 4.781572 1.797817 -3.930129
H30 3.654873 0.100846 -2.540164
H31 1.998711 -0.106834 2.668424
H32 3.216298 -0.746779 4.704968
H33 5.674504 -1.022577 4.648901
H34 6.902557 -0.658697 2.531380
H35 5.686659 -0.006283 0.490726

Forces on the atoms, in the same order (eV/Å):
-0.465 -0.309 -0.111
-0.141 -0.096 -0.105
0.295 -0.028 -0.098
-0.288 -0.290 0.157
-0.129 0.290 -0.067
0.003 0.119 -0.327
-0.159 -0.317 0.216
0.245 0.122 0.147
-0.138 0.085 0.100
0.277 0.048 0.115
-0.321 0.263 -0.229
-0.095 -0.336 0.043
0.003 -0.124 0.295
-0.099 0.241 -0.206
0.253 -0.086 -0.149
0.018 0.038 0.030
0.053 0.022 0.030
-0.086 -0.043 -0.012
-0.038 0.048 0.017
-0.017 -0.018 0.058
-0.039 -0.038 0.061
0.040 0.028 -0.037
-0.002 0.043 -0.044
0.006 -0.063 0.058
-0.036 -0.032 0.030
-0.092 0.034 -0.012
0.019 0.033 -0.051
0.060 -0.022 -0.028
0.021 -0.037 -0.032
-0.087 0.036 0.007
-0.027 -0.048 -0.017
-0.018 0.009 -0.048
-0.055 0.048 -0.054
0.044 -0.025 0.034
-0.001 -0.039 0.042
-0.003 0.065 -0.040
-0.058 0.053 -0.044
-0.093 -0.035 0.015
0.017 -0.034 0.053
-0.018 0.223 0.152
-0.243 0.280 0.146
0.013 -0.103 -0.044
-0.153 -0.046 -0.034
0.194 -0.329 -0.285
-0.080 0.042 0.018
1.539 0.373 0.205
-0.100 -0.041 0.081
0.007 0.012 0.021
0.004 -0.030 -0.068
-0.027 0.009 0.086
-0.046 -0.049 0.087
0.064 0.092 -0.085
-0.024 -0.009 -0.052
0.013 -0.002 0.055
0.056 0.014 -0.060
-0.013 0.000 -0.039
-0.056 0.018 -0.003
0.059 -0.025 0.045
0.023 0.023 0.040
0.001 -0.022 -0.048
-0.007 -0.032 -0.009
-0.012 -0.017 0.014
-0.002 -0.007 0.017
0.006 0.008 -0.003
0.009 0.001 -0.010
0.007 0.005 -0.020
-0.013 0.005 -0.025
-0.032 0.008 -0.008
-0.035 -0.007 0.027

[4]
Here is one molecule with the formula C3H2O2 at a distorted geometry from OMol25. Energies are from the ωB97M-V functional and the def2-TZVPD basis.

E ... -7232.860 eV
Energy relative to the best compared isomer or geometry (same formula, charge and spin) ... 93.2 kcal per mole
HOMO ... -9.9 eV
Charge ... 0
Orbital gap ... 10.06 eV

CARTESIAN COORDINATES (ANGSTROEM)
C1 -0.411905 -0.285391 -0.104909
C2 -2.023669 -0.255821 0.273491
C3 1.150724 0.199572 0.339984
O1 2.070056 -0.038621 -0.358832
O2 -1.559790 0.615941 -0.487348
H1 -0.422189 -0.899618 -0.909912
H2 1.196774 0.663935 1.247529

Forces on the atoms, in the same order (eV/Å):
0.130 1.089 1.705
1.966 0.056 0.768
-3.936 -1.368 -2.373
0.309 -0.382 -0.486
0.133 1.149 -0.051
1.122 -2.030 -2.298
0.275 1.486 2.736

- Number 4 is which compound?
  C3H2O2

- Which value of charge does entry 4 give?
  0

- What is the formula in the first record?
  C44H37CeN15OS2

- Number 3 is which compound?
  C25H35CaN6O2